The following is a quantum chemistry calculation of a molecular structure, C39H35N7O7P3Pb at a distorted geometry, from the OMol25 dataset.

Cartesian coordinates (Å):
Pb1 -0.220 -0.371 -0.276
C1 0.491 0.037 3.259
N1 -0.546 -0.125 2.204
C2 -1.776 -0.263 2.525
C3 -2.803 -0.524 1.535
C4 -4.148 -0.836 1.705
C5 -4.662 -1.120 0.421
C6 -3.605 -0.954 -0.466
N2 -2.482 -0.594 0.203
C7 1.303 1.234 3.021
C8 0.823 2.560 3.079
C9 1.452 3.771 2.955
C10 2.872 4.045 2.904
C11 3.895 3.132 3.074
C12 3.850 1.749 3.178
H1 1.140 -0.841 3.235
H2 -0.012 0.060 4.245
H3 -2.079 -0.251 3.577
H4 -4.674 -0.854 2.652
H5 -5.678 -1.401 0.170
H6 -3.598 -1.087 -1.544
H7 -0.242 2.596 3.307
H8 0.793 4.639 2.944
H9 3.167 5.091 2.840
H10 4.891 3.543 3.250
H11 4.705 1.105 3.286
N3 -1.284 2.593 -2.274
P1 -0.905 2.511 -0.577
C13 -0.134 4.147 -0.356
C14 -0.847 5.307 -0.683
C15 -0.257 6.549 -0.529
C16 1.044 6.642 -0.031
C17 1.747 5.497 0.300
C18 1.165 4.242 0.134
C19 -2.525 2.933 0.170
C20 -2.496 3.368 1.497
C21 -3.675 3.656 2.165
C22 -4.894 3.503 1.515
C23 -4.927 3.063 0.201
C24 -3.746 2.774 -0.472
C25 -1.126 1.570 -3.183
C26 -1.142 1.869 -4.557
C27 -1.032 0.852 -5.468
C28 -0.899 -0.456 -5.012
C29 -0.875 -0.662 -3.653
N4 -0.985 0.314 -2.745
H12 -1.198 3.507 -2.688
H13 -1.871 5.234 -1.040
H14 -0.810 7.446 -0.785
H15 1.499 7.617 0.104
H16 2.751 5.566 0.704
H17 1.716 3.344 0.390
H18 -1.538 3.496 1.991
H19 -3.644 3.988 3.196
H20 -5.819 3.714 2.039
H21 -5.878 2.927 -0.300
H22 -3.772 2.410 -1.493
H23 -1.239 2.898 -4.883
H24 -1.049 1.069 -6.529
H25 -0.812 -1.287 -5.698
H26 -0.774 -1.662 -3.242
O1 2.593 -3.588 1.198
P2 3.052 -2.366 0.261
O2 4.543 -2.272 0.274
O3 2.267 -2.399 -0.988
O4 2.505 -1.094 1.254
P3 2.847 0.456 0.993
O5 4.378 0.510 0.723
O6 2.703 0.993 2.590
O7 1.973 1.160 0.050
H27 3.238 -3.724 1.910
H28 4.731 -0.416 0.555
N5 4.543 -9.931 -2.308
C30 3.804 -9.078 -2.111
C31 2.861 -8.019 -1.850
C32 1.557 -8.331 -1.486
C33 0.649 -7.325 -1.209
C34 1.038 -5.996 -1.283
C35 2.336 -5.677 -1.661
C36 3.238 -6.685 -1.945
N6 0.128 -4.966 -0.952
C37 -0.955 -5.047 -0.084
C38 -1.445 -3.786 0.012
N7 -0.697 -2.934 -0.784
C39 0.225 -3.668 -1.343
H29 1.259 -9.369 -1.429
H30 -0.371 -7.576 -0.949
H31 2.653 -4.641 -1.692
H32 4.252 -6.439 -2.231
H33 -1.249 -5.962 0.401
H34 -2.279 -3.417 0.596
H35 0.995 -3.293 -2.003

Cartesian forces (eV/Å) of the 3 atoms listed first:
Pb 0.488 -0.361 0.186
C 0.412 0.407 -0.133
N -0.442 -0.675 0.087

- Highest occupied orbital energy: -1.5 eV
- Total charge: -1
- 2S+1: 1
- Energy above the lowest of the compared OMol25 structures with the same formula, charge and spin: 8.1319 eV